Formula: C5H15N2
Source: the Open Molecules 2025 dataset
Level of theory: the ωB97M-V functional and the def2-TZVPD basis

Last column: Löwdin spin population.
Atoms and positions in Å:
C 1.185106 1.481012 0.288187  0.2544
C 0.296725 1.846615 -0.714848  0.4211
N -0.236149 0.954184 -1.627755  0.1291
N 1.732730 2.559821 1.119970  0.0445
H 1.398845 0.481770 0.643706  0.0301
H -0.025813 2.891338 -0.781698  0.0608
H -0.883023 1.310515 -2.299911  0.0016
H -0.281168 -0.015151 -1.400407  0.0109
H 2.748244 2.439409 1.223844  0.0095
H 1.354406 2.577085 2.070576  0.0179
H 1.561271 3.476867 0.707958  0.0117
C -0.358623 -2.687074 1.254549  0.0011
C -1.305985 -1.783179 0.482150  0.0011
C -1.278244 -2.123389 -1.014191  0.0016
H -0.717969 -3.717626 1.251893  0.0000
H -0.311487 -2.377380 2.302548  0.0010
H 0.665692 -2.658701 0.878261  0.0004
H -1.092021 -0.721495 0.628686  0.0006
H -2.307033 -1.944361 0.893254  0.0003
H -1.873876 -1.478661 -1.656942  0.0003
H -0.240288 -2.133262 -1.359511  0.0019
H -1.649009 -3.146065 -1.123442  0.0001

Atomic forces in eV per Å
1.0 -0.9 0.2
-0.8 1.8 0.2
0.5 -0.2 -0.7
0.5 -0.7 0.2
0.0 0.2 0.2
-0.1 -0.3 -0.1
-0.2 -0.2 0.0
-0.3 -0.1 0.0
-0.2 0.3 -0.1
-0.3 0.3 0.2
0.0 -0.1 -0.2
0.1 0.3 0.5
-0.2 0.1 -0.4
0.0 -0.6 0.5
0.1 0.0 -0.1
0.0 0.0 0.0
-0.1 0.0 -0.2
0.2 -0.1 0.1
-0.1 0.1 -0.2
0.0 0.1 0.1
-0.1 0.1 -0.1
0.0 0.0 -0.2

Kohn-Sham gap (spin up / spin down) ... 3.169 / 6.983 eV
Multiplicity ... 2
Relative energy (zero: lowest compared OMol25 entry of this formula, charge and spin) ... 279.8 kJ/mol
Highest occupied orbital energy (spin up / spin down) ... -2.688 / -6.684 eV
E ... -308.8347 a.u.